Run 1
Density functional theory data (the ωB97M-V functional and the def2-TZVPD basis) for an isolated ion of composition C3H8N3 and charge +1.

Geometry (Å):
C1 2.823 -0.392 -0.259
N1 1.944 -0.263 0.603
C2 0.425 0.319 0.323
N2 0.384 1.586 0.152
N3 -0.490 -0.596 0.446
C3 -1.962 -0.613 0.231
H1 3.841 -0.585 -0.015
H2 2.723 -0.302 -1.400
H3 1.269 2.052 0.150
H4 -0.526 2.064 0.247
H5 -0.200 -1.452 0.946
H6 -2.277 -1.051 -0.777
H7 -2.363 -1.274 1.066
H8 -2.567 0.242 0.418

* HOMO-LUMO gap: 11.099 eV
* SMILES: C=NC(=[NH2+])NC
* molar mass: 86.12 g/mol
* total charge: +1
* LUMO energy: -3.3289 eV

Here are the Mulliken charges for atoms 1 to 5, given in e: -0.142, -0.467, 0.575, -0.290, -0.196

Run 2
Density functional theory data (the ωB97M-V functional and the def2-TZVPD basis) for a 2-piece molecular cluster, C3H8N3 overall.

Geometry (Å):
C1 -0.865 -0.381 -1.887
C2 0.987 -0.823 -0.820
C3 0.197 0.597 1.097
N1 0.325 -0.733 -2.049
N2 -1.265 -0.247 -0.544
N3 -0.148 -0.447 0.240
H1 -1.471 -0.363 -2.663
H2 1.301 -1.848 -0.654
H3 1.858 -0.122 -0.726
H4 -0.400 1.489 0.827
H5 0.129 0.266 2.153
H6 1.261 0.806 0.954
H7 -1.504 1.554 -0.465
H8 -0.295 -1.326 0.626

* HOMO-LUMO gap (alpha / beta): 8.309 / 8.892 eV
* molar mass: 86.12 g/mol
* total charge: +1
* LUMO energy (alpha / beta): -6.5919 / -6.1501 eV

Here are the Mulliken charges for atoms 1 to 5, given in e: -0.033, -0.369, -0.548, -0.323, -0.915

Stability, highest: run 1

Run 1
Density functional theory data (the ωB97M-V functional and the def2-TZVPD basis) for C3H8N3 as an isolated structure.

Geometry (Å):
C1 -0.864 -1.379 -1.130
C2 0.393 -0.432 -0.545
C3 1.043 -0.281 0.650
N1 -0.927 -0.426 -1.984
N2 -0.043 0.452 -1.595
N3 0.049 0.825 1.939
H1 -1.307 -2.374 -1.086
H2 1.043 -1.134 1.177
H3 1.827 0.484 0.672
H4 -1.636 -0.167 -2.687
H5 0.310 1.304 -1.923
H6 -0.630 0.502 2.556
H7 -0.152 1.633 1.475
H8 0.896 0.994 2.482

* HOMO-LUMO gap: 8.625 eV
* molar mass: 86.12 g/mol
* total charge: +1
* LUMO energy: -3.6460 eV

Here are the Mulliken charges for atoms 1 to 5, given in e: -0.179, 0.062, -0.563, 0.059, -0.207

Run 2
Density functional theory data (the ωB97M-V functional and the def2-TZVPD basis) for an isolated ion of composition C3H8N3 and charge +1.

Geometry (Å):
C1 2.576 0.060 0.277
C2 1.150 -0.076 -0.378
N1 0.105 0.148 0.254
C3 -1.225 0.070 0.054
N2 -1.848 1.182 0.054
N3 -1.899 -1.097 0.075
H1 2.768 1.066 0.074
H2 2.466 -0.248 1.329
H3 3.096 -0.715 -0.203
H4 1.231 -0.547 -1.424
H5 -1.451 2.075 -0.157
H6 -2.901 1.324 -0.137
H7 -1.304 -1.886 -0.066
H8 -2.764 -1.357 0.250

* HOMO-LUMO gap: 11.091 eV
* SMILES: C/C=N/C(N)=[NH2+]
* molar mass: 86.12 g/mol
* total charge: +1
* LUMO energy: -3.6021 eV

Here are the Mulliken charges for atoms 1 to 5, given in e: -0.871, 0.095, -0.330, 0.546, -0.357

Stability, highest: run 2